Entry 1:
Computed, not measured: a molecular structure, C56H46AsN6OTi, with wB97M-V/def2-TZVPD.

Each line ends with the Mulliken charge.
Geometry (Å):
1 Ti -0.735804 -0.415798 0.823768  -1.60
2 C 2.283145 0.970250 3.738761  -2.05
3 C 1.502220 0.142171 2.783005  0.83
4 N 0.309377 0.509511 2.281789  2.22
5 N -0.241652 1.722456 2.699167  -1.28
6 C -1.456217 1.812428 2.280861  -0.12
7 O -2.036875 0.853505 1.610721  -0.54
8 C -2.205770 3.078178 2.531887  0.18
9 C -1.582781 4.178354 3.112427  -0.45
10 C -2.282690 5.362968 3.296235  -0.79
11 C -3.613399 5.461427 2.900897  -0.41
12 C -4.236646 4.365326 2.323611  -1.05
13 C -3.533175 3.178097 2.139354  0.05
14 C 1.898376 -1.152916 2.371330  0.54
15 C 3.058854 -1.791014 2.845966  -1.35
16 C 3.313243 -3.088224 2.465634  -0.88
17 C 2.418049 -3.737824 1.617962  -1.05
18 C 1.316560 -3.039559 1.159195  0.23
19 N 1.048405 -1.778011 1.500878  1.16
20 H 1.807362 1.940348 3.852141  0.38
21 H 3.310332 1.116830 3.386027  0.39
22 H 2.341535 0.495693 4.725652  0.32
23 H -0.543013 4.091806 3.401292  0.44
24 H -1.786856 6.216718 3.742882  0.41
25 H -4.157815 6.389282 3.040478  0.38
26 H -5.270792 4.432369 2.008757  0.41
27 H -4.009562 2.321846 1.681395  0.35
28 H 3.720642 -1.261176 3.519809  0.49
29 H 4.198128 -3.598817 2.826370  0.39
30 H 2.580083 -4.753685 1.287974  0.52
31 H 0.620159 -3.499640 0.470454  -0.13
32 C -3.829187 -0.856108 5.721626  -0.63
33 C -2.570492 -0.342430 5.444303  -0.63
34 C -1.930814 -0.636273 4.246268  0.14
35 C -2.535895 -1.445126 3.292331  0.65
36 C -3.799703 -1.968099 3.573258  -0.86
37 C -4.434369 -1.675682 4.773975  -0.63
38 N -1.859760 -1.724579 2.068562  2.24
39 N -2.256897 -2.891660 1.571591  -1.22
40 C -1.810880 -3.088552 0.285460  -0.21
41 C -2.102366 -4.339895 -0.290366  -0.42
42 C -1.737699 -4.611390 -1.594496  -0.89
43 C -1.092189 -3.625496 -2.346540  -1.00
44 C -0.798746 -2.398359 -1.761913  -0.32
45 C -1.124307 -2.079447 -0.439630  1.77
46 H -4.326019 -0.628031 6.657725  0.38
47 H -2.071737 0.297933 6.163787  0.40
48 H -0.945915 -0.244626 4.061327  0.06
49 H -4.273213 -2.601163 2.835439  0.40
50 H -5.418866 -2.088508 4.965347  0.36
51 H -2.616082 -5.074369 0.319401  0.46
52 H -1.964172 -5.575852 -2.035534  0.37
53 H -0.827830 -3.806080 -3.383251  0.52
54 H -0.315080 -1.662039 -2.388441  0.52
55 N -3.610885 -0.372246 -0.498402  -0.01
56 C -3.481627 -0.165859 -1.850368  0.37
57 C -4.095356 -1.041685 -2.751443  -0.59
58 C -4.009102 -0.841687 -4.118071  -0.75
59 C -3.309594 0.249642 -4.621483  -0.80
60 C -2.678150 1.101776 -3.723081  -0.90
61 C -2.723794 0.914083 -2.343161  0.32
62 C -1.890401 1.810774 -1.466478  0.36
63 C -2.004546 3.188504 -1.640627  -0.33
64 C -1.088356 4.081051 -1.076790  -1.05
65 C -0.001221 3.566656 -0.389885  -1.46
66 C 0.087207 2.184880 -0.229219  -0.27
67 C -0.855106 1.247101 -0.682673  1.67
68 H -4.178662 -1.135160 -0.174273  0.29
69 H -3.499572 0.402485 0.134718  -0.32
70 H -4.654617 -1.884024 -2.355160  0.35
71 H -4.499061 -1.536154 -4.790194  0.38
72 H -3.236377 0.422637 -5.688795  0.41
73 H -2.080225 1.927007 -4.098203  0.61
74 H -2.833260 3.568811 -2.231123  0.50
75 H -1.216298 5.150606 -1.204051  0.37
76 H 0.771143 4.211811 0.018744  0.54
77 H 0.959431 1.833051 0.295753  0.38
78 C 1.386418 -0.010912 -5.959324  -0.77
79 C 2.576281 -0.529382 -5.460516  -0.89
80 C 2.775363 -0.631136 -4.088302  -0.75
81 C 1.783452 -0.216510 -3.198717  -0.26
82 C 0.600369 0.315952 -3.708021  0.60
83 C 0.400301 0.414950 -5.080285  -0.54
84 As 2.003964 -0.308169 -1.240102  2.65
85 C 3.334752 -1.753204 -1.221696  -0.08
86 C 2.919960 -2.976124 -1.757973  -0.14
87 C 3.751591 -4.083797 -1.723945  -0.83
88 C 5.006833 -3.995289 -1.129514  -0.58
89 C 5.421234 -2.789324 -0.582044  -0.63
90 C 4.589366 -1.671525 -0.628654  -0.35
91 C 3.181773 1.248770 -1.028447  0.54
92 C 3.722906 1.471796 0.241354  -0.07
93 C 4.461279 2.615297 0.511882  -0.91
94 C 4.651543 3.566874 -0.483841  -0.76
95 C 4.098367 3.363696 -1.740493  -0.83
96 C 3.365210 2.212494 -2.013000  -0.79
97 H 1.227084 0.053854 -7.029142  0.38
98 H 3.352667 -0.860583 -6.140215  0.39
99 H 3.711563 -1.026188 -3.716496  0.47
100 H -0.176522 0.642177 -3.030359  -0.17
101 H -0.534978 0.816032 -5.451505  0.26
102 H 1.934727 -3.064723 -2.205514  0.26
103 H 3.412087 -5.020961 -2.149021  0.42
104 H 5.656249 -4.862111 -1.094272  0.34
105 H 6.396668 -2.710175 -0.115043  0.39
106 H 4.941756 -0.736946 -0.212779  0.30
107 H 3.537663 0.758285 1.039044  0.28
108 H 4.873725 2.769565 1.502022  0.43
109 H 5.215832 4.467460 -0.275297  0.37
110 H 4.223078 4.110495 -2.515514  0.40
111 H 2.934712 2.078210 -2.996902  0.37

Cartesian forces, eV/Å:
-0.3833 -0.6154 -0.1822
0.1114 0.0921 0.1443
-0.4539 -0.0505 -0.1681
0.2312 0.7147 0.1056
0.9365 -0.3058 0.3014
-0.5504 0.1418 -0.1391
-0.0586 0.6017 0.2781
0.0273 -0.3717 -0.0728
0.0214 0.1895 0.0647
0.0432 -0.1031 -0.0203
0.0465 -0.0215 0.0127
0.0871 -0.1435 -0.0189
-0.1984 0.1431 -0.0262
-0.0163 0.1619 0.0726
0.1358 -0.1946 -0.0252
0.0653 0.1437 0.1192
-0.0519 -0.0576 -0.0599
0.0098 0.0788 -0.0300
-0.1614 0.1348 -0.0964
0.0082 0.0127 -0.0057
-0.0337 -0.0010 0.0414
0.0050 0.0212 -0.0493
-0.0406 0.0168 -0.0056
0.0006 -0.0152 -0.0029
0.0338 -0.0489 -0.0083
0.0060 -0.0134 -0.0002
-0.0007 0.0000 0.0064
-0.0134 -0.0369 -0.0368
0.0038 0.0041 -0.0084
0.0016 -0.0044 0.0119
0.0208 -0.0083 0.0108
-0.0164 -0.0869 -0.0881
0.0929 0.0250 -0.1099
-0.0488 0.1033 0.3729
0.3953 0.0217 -0.3599
-0.1768 -0.0061 0.0511
0.0490 0.0056 -0.0743
-0.6950 -0.3837 -0.0580
0.2605 0.1927 -0.2647
-0.1730 -0.1837 -0.0555
-0.0017 -0.0361 -0.0844
0.0234 0.0840 0.0004
-0.0623 -0.1020 0.0834
-0.0268 0.1241 0.0886
0.0553 -0.3541 0.1638
0.0012 -0.0040 -0.0499
-0.0114 -0.0270 -0.0165
0.0853 0.0295 -0.0390
0.0121 -0.0031 0.0405
0.0181 0.0037 -0.0047
-0.0023 -0.0179 -0.0219
0.0014 0.0060 0.0100
-0.0149 -0.0086 0.0217
0.0506 0.1052 -0.0137
0.0851 0.1566 0.1583
-0.0736 0.0376 -0.0094
-0.0108 -0.0008 -0.0137
0.0443 0.0865 -0.0279
-0.0496 -0.0618 0.1674
0.0123 0.0451 -0.0110
-0.0770 0.0381 0.2060
0.0199 -0.4565 -0.4832
0.0665 0.1651 0.0678
-0.0994 -0.1591 -0.0692
-0.2665 -0.1155 -0.2977
0.1170 0.1118 -0.0905
0.0529 0.3433 0.3874
0.0267 -0.0048 -0.0107
0.1436 0.0069 0.0761
0.0373 0.0225 -0.0337
0.0167 -0.0069 0.0001
-0.0095 -0.0149 0.0342
-0.0619 0.0212 0.0300
0.0533 0.0104 -0.0060
-0.0202 -0.0418 0.0069
-0.0713 -0.0325 -0.0241
0.1304 -0.0347 0.2404
0.0129 -0.0143 0.0760
-0.0358 -0.0057 0.0670
-0.0961 0.1131 -0.0550
0.0647 0.0772 0.0264
0.0889 -0.0457 -0.0300
0.0849 -0.0161 0.0001
0.2175 0.0476 -0.3602
-0.0580 -0.0763 0.0279
0.0533 0.0244 0.0262
0.0536 0.0208 0.0407
-0.0458 0.0672 -0.0015
-0.0969 0.0282 -0.0213
0.0433 -0.1470 -0.0994
-0.0219 -0.0610 0.2051
-0.0377 0.0683 -0.0415
-0.0259 -0.0287 -0.0842
-0.0335 -0.0546 -0.0258
-0.0304 -0.0245 0.0439
0.1300 0.0362 0.0315
0.0149 0.0120 0.0101
-0.0075 0.0065 0.0058
0.0106 -0.0500 0.0403
0.0013 -0.0085 0.0349
0.0585 -0.0463 -0.0083
0.0071 0.0112 0.0233
0.0134 0.0083 0.0058
-0.0127 0.0144 0.0014
-0.0245 -0.0032 -0.0190
-0.0231 0.0171 0.0168
0.0063 -0.0166 -0.0327
-0.0119 0.0069 -0.0086
-0.0020 -0.0019 -0.0061
0.0132 -0.0064 0.0090
-0.0252 -0.0209 -0.0012

orbital gap (alpha / beta) = 0.1998 / 0.2609 Ha
largest force on an atom = 1.0 eV/Å
energy above the lowest of the compared OMol25 structures with the same formula, charge and spin = 3.8 kJ/mol
spin multiplicity = 3
charge = -1


Entry 2:
Computed, not measured: a molecular structure, C56H47BrMoN4O2PS3, with wB97M-V/def2-TZVPD.

Each line ends with the Mulliken charge.
Geometry (Å):
1 Mo 1.591051 -0.434164 -0.020458  -0.04
2 N 0.130301 -1.562821 -0.546676  -0.31
3 S -1.255801 -1.991770 -0.905407  2.67
4 N -2.388966 -0.873218 -0.717282  -0.27
5 S -2.508574 0.593343 -1.223519  1.65
6 N -1.715064 1.714970 -0.477813  -0.05
7 S -0.217542 2.261256 -0.647177  2.46
8 N 0.854578 1.206858 -0.617613  -0.56
9 C -0.078917 3.392697 0.695477  0.33
10 C -0.722662 4.623623 0.647937  -0.77
11 C -0.590528 5.477166 1.730246  -0.93
12 C 0.180070 5.104237 2.824203  -0.83
13 C 0.831468 3.879269 2.843677  -0.77
14 C 0.709865 3.009647 1.772121  -0.22
15 C -0.110184 3.218655 -2.124374  0.72
16 C 1.142851 3.330922 -2.714220  -1.00
17 C 1.265813 4.104397 -3.859188  -0.83
18 C 0.155228 4.746052 -4.388061  -0.72
19 C -1.088652 4.629687 -3.779878  -0.98
20 C -1.231929 3.865595 -2.634011  -0.18
21 C -2.266322 0.660347 -2.972398  1.54
22 C -3.316158 1.001212 -3.816000  -0.76
23 C -3.074395 1.044286 -5.183108  -1.15
24 C -1.812034 0.757271 -5.678475  -0.88
25 C -0.771526 0.423773 -4.818709  -1.06
26 C -0.991557 0.371916 -3.454229  0.32
27 C -4.188271 0.984925 -0.868868  -0.41
28 C -5.141851 -0.017996 -1.024862  -0.33
29 C -6.472719 0.298787 -0.811048  -0.83
30 C -6.831832 1.589980 -0.444392  -0.73
31 C -5.867829 2.574521 -0.287308  -0.97
32 C -4.528507 2.281554 -0.501948  -0.33
33 C -1.877512 -3.293386 0.105636  0.18
34 C -1.754843 -4.608125 -0.323382  -0.57
35 C -2.146838 -5.621427 0.540278  -0.81
36 C -2.643817 -5.313253 1.797108  -0.77
37 C -2.757636 -3.989638 2.209099  -0.64
38 C -2.372411 -2.963412 1.364675  -0.43
39 C -1.337335 -2.591726 -2.564603  0.14
40 C -2.575259 -2.759073 -3.177135  -0.37
41 C -2.609151 -3.228067 -4.478661  -0.79
42 C -1.423892 -3.534070 -5.139274  -0.68
43 C -0.199106 -3.378602 -4.507675  -0.81
44 C -0.145402 -2.902686 -3.204587  -0.76
45 H -1.303225 4.926849 -0.210745  0.47
46 H -1.077138 6.440398 1.711563  0.48
47 H 0.286996 5.781506 3.658343  0.46
48 H 1.448076 3.607041 3.686096  0.57
49 H 1.244853 2.064616 1.763671  0.37
50 H 1.996093 2.823048 -2.289078  0.52
51 H 2.229867 4.207951 -4.334853  0.50
52 H 0.259475 5.349275 -5.278510  0.48
53 H -1.945707 5.138149 -4.197101  0.50
54 H -2.195867 3.768068 -2.157725  0.36
55 H -4.296029 1.228937 -3.428310  0.57
56 H -3.876956 1.304411 -5.858010  0.52
57 H -1.634485 0.794497 -6.743931  0.55
58 H 0.210418 0.206630 -5.212656  0.58
59 H -0.182272 0.122393 -2.779414  0.14
60 H -4.851639 -1.021316 -1.291519  0.32
61 H -7.229733 -0.463594 -0.923557  0.50
62 H -7.872342 1.827605 -0.273880  0.45
63 H -6.155540 3.572605 0.007884  0.51
64 H -3.768890 3.034985 -0.370083  0.38
65 H -1.368532 -4.848178 -1.302208  0.54
66 H -2.067755 -6.650313 0.224087  0.48
67 H -2.953539 -6.108607 2.459025  0.45
68 H -3.157839 -3.756983 3.185013  0.52
69 H -2.469080 -1.932491 1.668001  0.43
70 H -3.489325 -2.529691 -2.650547  0.36
71 H -3.556989 -3.363950 -4.976621  0.51
72 H -1.459055 -3.906915 -6.152199  0.47
73 H 0.713910 -3.632150 -5.025403  0.51
74 H 0.798715 -2.773298 -2.694263  0.56
75 C 1.434588 -3.047127 2.309881  -1.34
76 P 1.534905 -1.236724 2.320605  3.02
77 C 2.965863 -0.797053 3.313348  0.82
78 C 4.063141 -1.656068 3.372088  -0.78
79 C 5.192080 -1.285694 4.086324  -0.73
80 C 5.230093 -0.061545 4.736732  -0.70
81 C 4.137159 0.794141 4.682154  -0.75
82 C 3.005997 0.431345 3.972330  -0.65
83 C 0.079905 -0.647494 3.210232  0.59
84 C -0.833282 0.208284 2.607704  0.64
85 C -1.948823 0.649213 3.304238  -0.79
86 C -2.156674 0.228667 4.610126  -0.89
87 C -1.246106 -0.627111 5.220376  -1.00
88 C -0.128525 -1.060857 4.527687  -0.89
89 H 1.489624 -3.411087 3.336296  0.51
90 H 2.252207 -3.468798 1.726356  0.53
91 H 0.485562 -3.345782 1.863333  0.00
92 H 4.048152 -2.612739 2.867443  0.34
93 H 6.039799 -1.953795 4.134423  0.49
94 H 6.110168 0.224293 5.296350  0.48
95 H 4.165387 1.740608 5.202743  0.49
96 H 2.150308 1.096029 3.946419  0.32
97 H -0.687830 0.526857 1.573895  -0.24
98 H -2.649606 1.321039 2.828059  0.56
99 H -3.021741 0.570865 5.158567  0.49
100 H -1.402765 -0.946715 6.239863  0.49
101 H 0.586558 -1.707276 5.021221  0.53
102 Br 8.613879 1.389642 2.003379  -0.11
103 C 7.594892 -0.009903 1.264602  -0.31
104 C 8.194786 -1.235834 0.991286  -0.32
105 C 7.442870 -2.279674 0.467006  -0.85
106 C 6.091613 -2.110151 0.222429  -0.35
107 C 5.503679 -0.874132 0.493320  0.46
108 C 6.250146 0.186213 1.009703  -0.29
109 C 4.076940 -0.682655 0.303187  1.41
110 O 3.280707 -1.657104 -0.005077  -0.88
111 O 3.492007 0.435088 0.451650  -0.83
112 H 9.248617 -1.371295 1.191233  0.48
113 H 7.919814 -3.225152 0.255699  0.45
114 H 5.494104 -2.917951 -0.175125  0.51
115 H 5.777131 1.132435 1.226725  0.56

Cartesian forces, eV/Å:
0.3382 -0.5364 0.1468
-0.0562 -0.2905 -0.1560
0.0390 0.1406 -0.0423
-0.0273 -0.0815 0.1675
0.0276 -0.0024 -0.1757
-0.1264 0.1301 0.0102
0.0642 -0.1650 0.0488
-0.0265 0.5516 -0.1178
0.0446 -0.0388 0.0630
-0.0556 0.0004 0.0979
-0.0067 -0.0398 -0.0732
0.0198 -0.0518 -0.0140
-0.0475 0.0107 -0.0765
0.1326 -0.0630 -0.0224
-0.0431 -0.0543 -0.0306
-0.0368 0.0030 -0.0273
-0.0043 -0.0498 0.0899
-0.0002 0.0136 -0.0007
-0.0123 -0.0211 0.0493
0.0579 -0.0757 -0.0534
0.0182 0.1159 -0.0185
0.1002 -0.0268 -0.0306
-0.0361 -0.0015 0.0856
0.0159 -0.0082 -0.0111
-0.0604 0.0023 0.0614
-0.0034 0.0698 -0.0049
0.0114 -0.0513 -0.0118
-0.0101 0.0656 0.0117
0.0732 -0.0211 -0.0032
-0.0151 -0.0193 -0.0059
0.1346 -0.0002 -0.0010
-0.0581 -0.0269 -0.0612
-0.0710 0.1028 0.0759
0.0318 -0.0216 0.0469
0.0333 0.0519 -0.0413
-0.0043 0.0334 0.0067
0.0166 0.0287 -0.0372
-0.0198 -0.0606 -0.0161
0.0347 -0.0445 -0.0143
0.0783 0.0094 -0.0303
0.0275 0.0213 0.0716
-0.0053 0.0093 0.0159
0.0021 0.0211 0.0925
-0.0561 0.0143 -0.0206
-0.0233 0.0027 -0.0446
-0.0286 0.0614 0.0024
0.0025 0.0432 0.0532
0.0531 -0.0183 0.0775
-0.0648 0.1639 -0.0103
0.0566 -0.0287 0.0147
0.0471 -0.0012 -0.0102
0.0033 0.0204 -0.0402
-0.0373 0.0190 -0.0072
-0.0967 -0.0251 0.0224
-0.1086 0.0240 0.0430
-0.0334 0.0111 -0.0145
0.0063 0.0072 -0.0415
0.0565 -0.0174 -0.0158
0.0152 0.0051 -0.0035
0.0234 -0.0863 -0.0166
-0.0131 -0.0328 -0.0036
-0.0327 0.0088 0.0007
0.0005 0.0479 0.0128
0.0579 0.0652 0.0291
0.0252 -0.0103 -0.0817
0.0056 -0.0642 -0.0249
-0.0151 -0.0442 0.0374
-0.0142 0.0142 0.0466
0.0075 0.1252 0.0481
-0.0886 0.0112 0.0475
-0.0738 -0.0109 -0.0306
-0.0057 -0.0232 -0.0679
0.0573 -0.0167 -0.0177
0.0366 -0.0016 0.0146
-0.0038 0.0234 -0.0623
-0.2953 0.0466 0.2259
0.0572 -0.0919 -0.1214
-0.0181 0.0177 0.0152
-0.0169 0.0335 0.0191
0.0361 -0.0305 0.0031
-0.0386 0.0149 -0.0055
0.0195 0.0422 -0.0349
0.0441 -0.0454 0.0071
-0.0523 0.0444 -0.3573
-0.0082 -0.0487 0.0442
0.0624 -0.0074 -0.0546
0.0114 0.0094 -0.0400
0.0259 0.0200 0.0162
-0.0089 -0.0218 -0.0099
-0.0159 0.0147 0.0050
0.0131 0.0215 0.0131
-0.0006 -0.0279 -0.0162
0.0389 -0.0359 0.0079
0.0156 0.0090 0.0029
0.0099 0.0359 0.0235
-0.0318 -0.0075 0.0023
-0.0403 -0.1111 0.3083
-0.0444 0.0447 -0.0244
-0.0575 0.0252 0.0356
-0.0106 -0.0202 0.0600
0.0273 -0.0227 0.0078
-0.0080 -0.0067 -0.0007
-0.0513 -0.0331 -0.0255
-0.0314 0.0628 0.0220
-0.0406 0.0324 0.0116
-0.0058 0.0683 0.0216
0.0557 0.0071 0.0346
0.0727 -0.0893 -0.0038
0.0877 0.0307 0.0105
-0.0893 -0.0627 -0.1114
-0.0493 0.1937 -0.0653
0.0179 0.0009 0.0018
0.0229 -0.0415 -0.0116
-0.0178 -0.0234 -0.0164
-0.0195 0.0353 -0.0002

orbital gap (alpha / beta) = 0.2303 / 0.2499 Ha
largest force on an atom = 0.7 eV/Å
spin multiplicity = 3
charge = +3